[1]
53
Properties=species:S:1:pos:R:3:forces:R:3:nbo_charge:R:1 method="wB97M-V/def2-TZVPD" charge=+2 gap_ha=0.2701 lumo_energy_ev=-7.23 total_energy_ev=-87517.8639 relative_energy_ev=0.000
Pd 1.678 -1.501 0.002 0.0950 0.0412 -0.2084 0.81
Cl -0.259 3.129 -0.358 0.0393 -0.0236 0.0475 0.07
C 1.243 2.644 0.343 -0.0223 0.1952 0.0128 -0.07
C 2.067 3.594 0.974 0.0045 0.0127 0.0063 -0.22
C 3.274 3.214 1.489 -0.0129 0.0322 -0.0105 0.01
Cl 4.277 4.390 2.232 -0.0119 -0.0366 -0.0068 0.10
C 3.707 1.858 1.419 0.0059 -0.0227 0.0041 -0.10
C 4.942 1.387 1.926 -0.0016 0.0033 -0.0033 -0.06
C 5.262 0.064 1.825 -0.0124 0.0139 -0.0087 -0.24
C 4.351 -0.825 1.235 0.0411 0.0625 0.0261 0.13
N 3.198 -0.413 0.754 -0.1658 0.0414 -0.0263 -0.43
C 2.854 0.920 0.814 0.0489 -0.0383 0.0318 0.12
C 1.622 1.342 0.256 0.1391 -0.2225 0.0438 0.29
O 0.904 0.380 -0.432 -0.0352 0.0893 -0.1520 -0.85
H 1.744 4.624 1.032 0.0003 0.0012 0.0011 0.27
H 5.623 2.087 2.391 -0.0021 0.0012 0.0008 0.26
H 6.199 -0.322 2.200 0.0056 0.0158 0.0067 0.26
H 4.554 -1.884 1.159 -0.0071 0.0067 -0.0063 0.26
F -3.707 1.937 -5.569 -0.0016 0.0002 -0.0003 -0.27
C -3.122 1.504 -4.465 0.0109 0.0046 0.0047 0.46
C -3.900 0.874 -3.506 0.0027 0.0066 -0.0046 -0.25
C -3.288 0.422 -2.351 -0.0029 -0.0285 0.0079 -0.20
C -1.915 0.615 -2.190 0.0267 0.0364 -0.0450 -0.48
C -1.143 1.246 -3.164 0.0392 0.0182 -0.0156 -0.18
C -1.756 1.699 -4.318 -0.0142 -0.0116 0.0087 -0.26
Sb -1.026 -0.155 -0.494 -0.1156 0.1336 0.0762 2.25
C -0.370 -2.136 -0.736 -0.1642 -0.3561 0.2542 -0.62
C -0.080 -2.638 -2.035 0.0673 0.0675 0.0797 -0.13
C 0.000 -3.992 -2.246 -0.0323 -0.0956 0.0998 -0.27
C -0.261 -4.853 -1.177 0.0388 0.0527 -0.0460 0.53
F -0.190 -6.146 -1.392 -0.0082 0.0286 -0.0062 -0.26
C -0.596 -4.411 0.098 0.0397 0.0126 -0.1164 -0.27
C -0.659 -3.056 0.314 0.0271 0.1176 -0.0762 -0.14
C -1.808 0.300 1.352 0.0107 -0.0143 -0.0049 -0.41
C -2.949 1.103 1.427 -0.0122 0.0225 -0.0275 -0.20
C -3.460 1.438 2.665 0.0086 -0.0074 0.0223 -0.26
C -2.809 0.973 3.798 0.0088 0.0014 0.0017 0.47
F -3.292 1.296 4.984 -0.0003 -0.0014 -0.0070 -0.27
C -1.663 0.189 3.743 -0.0142 0.0062 -0.0017 -0.26
C -1.159 -0.153 2.504 0.0291 -0.0280 0.0051 -0.21
H -4.961 0.748 -3.673 -0.0026 0.0008 0.0025 0.27
H -3.890 -0.077 -1.600 0.0023 -0.0032 0.0056 0.23
H -0.080 1.404 -3.030 -0.0130 -0.0167 -0.0034 0.24
H -1.200 2.199 -5.098 0.0022 -0.0002 -0.0020 0.27
H 0.092 -1.959 -2.861 -0.0102 0.0058 -0.0094 0.25
H 0.250 -4.408 -3.212 0.0086 0.0140 0.0007 0.27
H -0.776 -5.129 0.885 -0.0041 0.0002 0.0086 0.27
H -0.907 -2.690 1.302 -0.0893 -0.0322 -0.0203 0.24
H -3.435 1.480 0.535 0.0022 -0.0113 -0.0134 0.24
H -4.343 2.053 2.770 -0.0023 0.0019 -0.0017 0.27
H -1.193 -0.135 4.661 0.0016 -0.0024 0.0006 0.26
H -0.260 -0.757 2.447 -0.0039 0.0066 0.0038 0.23
Cl 2.611 -3.472 0.375 0.0559 -0.1020 0.0609 -0.41

---

[2]
105
Properties=species:S:1:pos:R:3:forces:R:3:mulliken_charge:R:1 method="wB97M-V/def2-TZVPD" charge=-1 gap_ha=0.4136 lumo_energy_ev=1.91 total_energy_ev=-126450.8111 relative_energy_ev=0.470
Li -4.107 -15.308 10.970 -0.0749 0.1877 -0.1021 0.90
P -6.783 -16.634 11.473 1.2372 0.1603 -0.5168 2.09
F -6.266 -15.087 11.560 -0.0619 0.4094 0.0488 -0.46
F -8.110 -16.285 12.277 -0.8584 0.0620 0.0747 -0.32
F -7.480 -16.318 10.060 -0.2469 0.2860 0.1858 -0.53
F -7.178 -18.178 11.268 -0.1233 -0.0962 0.9587 -0.60
F -5.378 -16.958 10.715 0.3918 0.0050 0.1168 -0.48
F -6.051 -16.840 12.940 -0.2714 -0.7276 -0.6919 -0.50
P -3.709 -14.357 7.873 -0.3904 -0.8991 -0.6070 1.45
F -4.088 -15.964 7.910 0.6733 0.4989 0.3784 -0.37
F -4.513 -14.251 9.347 0.3342 0.1833 0.0450 -0.67
F -2.334 -14.559 8.691 0.0657 -0.7492 0.4170 -0.36
F -3.392 -12.786 7.865 -0.3140 0.0549 -0.0122 -0.38
F -2.921 -14.615 6.481 -0.2979 0.4080 0.3198 -0.37
F -5.104 -14.098 7.134 0.0092 0.2299 -0.1329 -0.38
C -8.399 -13.048 11.172 0.4556 -0.4755 -0.0005 0.78
C -9.771 -13.707 10.915 1.0041 0.1290 -0.7380 -0.11
O -10.704 -12.643 11.149 -0.1328 -0.5735 -0.1961 -0.40
C -10.044 -11.502 11.399 -0.3691 0.5140 0.8092 0.59
O -10.552 -10.429 11.533 0.0937 -0.3661 -0.2081 -0.57
O -8.743 -11.748 11.594 0.3394 0.8934 0.1038 -0.32
H -7.735 -12.967 10.308 -0.3281 -0.1642 -0.1258 0.54
H -7.801 -13.526 11.947 -0.2724 -0.0259 0.0156 -0.90
H -9.914 -14.587 11.537 -0.4504 0.2194 0.1829 0.15
H -9.823 -13.994 9.866 -0.2624 -0.1384 0.0713 0.27
C -2.210 -24.904 12.313 0.9874 0.5325 -0.3277 -1.31
C -3.349 -23.918 12.501 0.0113 -0.7507 0.2092 0.00
O -3.292 -22.977 11.441 0.3962 -0.0180 -0.4009 -0.38
C -3.881 -21.794 11.619 -0.6307 -0.3066 0.1245 0.75
O -4.604 -21.512 12.541 0.0873 0.1007 0.2851 -0.54
O -3.576 -21.030 10.594 0.0748 0.0449 -0.3740 -0.40
C -4.174 -19.728 10.543 0.4244 0.5168 0.6107 0.38
H -2.163 -25.466 11.379 -0.7735 -0.0128 -0.0207 0.33
H -2.126 -25.605 13.142 -0.1087 0.0698 0.0738 0.37
H -1.288 -24.318 12.245 0.0552 -0.0609 0.4087 0.32
H -3.232 -23.400 13.452 -0.1042 0.0058 0.0153 0.21
H -4.301 -24.452 12.502 -0.1786 0.2757 -0.0509 0.28
H -4.266 -19.304 11.541 -0.0640 -0.1669 0.0227 -0.53
H -5.163 -19.731 10.093 0.0926 -0.1824 -0.2326 0.26
H -3.447 -19.115 10.019 -0.2974 0.0338 -0.3670 0.25
C -6.088 -9.840 12.703 -0.1368 -0.6020 -0.4284 -1.35
C -5.610 -11.093 13.415 0.9140 0.8024 1.3329 0.35
O -4.648 -11.732 12.576 0.3207 -0.7698 -0.8558 -0.29
C -4.046 -12.860 12.944 -0.8274 -0.1410 -1.0221 0.71
O -3.573 -13.619 12.131 0.2871 -0.1708 0.0672 -0.69
O -4.088 -13.066 14.238 -0.4240 0.2997 1.1791 -0.35
C -3.697 -14.324 14.754 1.1180 -1.2508 -0.7002 -0.03
H -5.441 -8.978 12.850 -0.0438 -0.0181 0.2888 0.39
H -7.120 -9.647 12.987 0.0854 0.3008 0.0297 0.37
H -6.075 -10.043 11.631 -0.1956 -0.0221 0.0098 0.30
H -6.419 -11.760 13.726 0.0776 -0.1317 -0.4601 -0.17
H -5.038 -10.860 14.323 -0.5652 0.2211 0.0802 0.38
H -4.399 -15.134 14.552 -0.6543 0.4691 0.2262 -0.17
H -3.448 -14.228 15.803 -0.3416 0.2234 0.0796 0.38
H -2.814 -14.704 14.230 0.2296 0.4518 0.0508 0.05
C -5.429 -21.546 16.067 -1.0957 0.4260 0.1011 -0.55
C -6.817 -22.126 16.342 1.0356 -0.2022 0.6062 -0.38
O -7.645 -21.189 17.033 -0.2781 -0.1683 0.6574 -0.38
C -8.047 -20.039 16.497 -0.2100 -0.8576 -0.9914 0.71
O -8.530 -19.156 17.133 0.0367 0.5913 0.2333 -0.57
O -7.926 -20.096 15.162 0.7911 0.3506 0.0657 -0.39
C -8.067 -18.865 14.430 -1.3206 -0.6869 0.0680 -0.38
H -4.822 -22.383 15.731 0.4182 0.4237 -0.2367 0.33
H -5.045 -21.062 16.967 0.1609 -0.5173 0.2489 0.34
H -5.532 -20.713 15.372 0.3309 -0.4807 -0.5760 -0.10
H -6.677 -22.921 17.076 -0.2402 0.0037 0.0495 0.34
H -7.267 -22.601 15.471 -0.2609 0.5237 -0.1669 0.28
H -7.900 -19.164 13.401 0.2935 0.3276 -0.0166 0.11
H -7.423 -18.062 14.775 0.2331 -0.2182 0.0258 0.10
H -9.118 -18.587 14.544 0.1337 0.4265 -0.1147 0.42
C -0.153 -16.169 10.862 0.0747 -0.7901 0.1109 -1.10
C -0.458 -15.856 12.309 0.2278 0.7838 -0.3920 0.08
O -0.885 -16.980 13.105 0.1297 0.2636 -0.1519 -0.45
C -2.182 -17.212 13.093 -0.4141 -0.2592 0.2809 0.24
O -2.986 -16.748 12.325 -0.4626 0.4740 -0.4978 0.56
O -2.477 -18.028 14.088 0.6049 -0.3661 -0.0243 -0.49
C -3.844 -18.339 14.365 -0.0989 0.4744 0.1550 -0.01
H 0.529 -17.016 10.756 0.1674 0.1157 0.1214 0.33
H 0.293 -15.292 10.397 -0.1005 0.0093 -0.0876 0.39
H -1.059 -16.452 10.326 -0.0254 0.2691 -0.0430 0.15
H -1.200 -15.054 12.289 -0.2602 -0.2587 0.4142 -0.08
H 0.398 -15.467 12.856 0.1832 -0.1591 -0.1233 0.46
H -4.336 -17.420 14.689 -0.1086 -0.1679 0.1456 0.17
H -3.762 -19.062 15.171 -0.3153 -0.0159 -0.0617 0.16
H -4.405 -18.717 13.515 0.2721 -0.1651 -0.0664 -0.19
C -9.788 -19.136 9.761 -0.3384 0.2793 -0.5574 0.03
C -8.820 -19.727 8.726 -0.8722 0.3781 1.8491 0.48
O -9.709 -20.265 7.790 1.4396 -0.1498 -1.2701 -0.37
C -10.908 -20.482 8.323 -1.1637 0.7979 1.5321 0.54
O -11.859 -20.960 7.807 0.1530 -0.5321 -0.5708 -0.52
O -10.946 -19.970 9.583 0.3233 -0.0315 0.0690 -0.38
F -8.159 -20.743 9.371 0.3322 -0.3292 -0.4411 -0.32
H -10.098 -18.121 9.509 0.2651 0.1037 -0.0487 0.20
H -9.426 -19.153 10.781 0.0672 -0.2973 -0.0119 0.00
H -8.089 -19.032 8.330 -0.1097 -0.1340 -0.4903 0.38
C -8.903 -13.889 14.639 0.1910 -0.7587 0.3939 0.52
C -8.197 -14.931 15.504 -0.7088 -0.3247 -0.4810 1.32
O -9.133 -15.090 16.555 0.6913 -0.5981 0.0186 -0.32
C -9.734 -13.905 16.768 0.5134 1.0176 -1.1354 0.54
O -10.240 -13.536 17.766 -0.3926 -0.0876 0.1025 -0.53
O -9.599 -13.143 15.619 -0.5036 0.2142 0.7300 -0.39
F -7.021 -14.508 16.042 0.2453 0.2646 -0.0336 -0.33
H -9.597 -14.448 14.005 -0.0715 0.2176 -0.0805 -0.07
H -8.267 -13.258 14.027 0.0862 0.0985 0.2457 -0.27
H -8.031 -15.877 14.993 -0.0157 -0.0475 0.1959 -0.52

---

[3]
87
Properties=species:S:1:pos:R:3:forces:R:3:mulliken_charge:R:1 method="wB97M-V/def2-TZVPD" spin_multiplicity=2 gap_ha="0.2730 / 0.1474" lumo_energy_ev="0.26 / -3.15" total_energy_ev=-72975.6103 relative_energy_ev=0.325 s_squared=0.75
Ba -0.030 0.269 -0.457 -0.1561 -0.1519 -0.0979 1.35
C -4.644 1.126 -0.375 -0.0054 0.0151 -0.0685 -1.65
C -3.631 0.522 -1.129 -0.0053 -0.0246 0.0323 -0.25
N -2.914 -0.311 -0.385 0.1201 -0.0085 -0.0918 -0.30
N -3.454 -0.272 0.854 -0.0597 0.0218 0.1004 0.51
C -4.486 0.593 0.887 0.0299 -0.0266 0.0540 -0.10
B -2.786 -1.072 2.015 0.0560 0.1995 -0.2010 0.55
N -1.979 -2.242 1.406 0.0457 -0.1286 0.1350 0.93
C -2.425 -3.505 1.245 -0.0688 -0.0381 -0.0681 -0.33
C -1.413 -4.258 0.694 0.0504 0.0290 -0.0005 -1.08
C -0.360 -3.344 0.546 -0.0153 -0.0264 -0.0219 -0.48
N -0.708 -2.137 0.966 0.0337 0.0365 -0.0364 -0.70
N -1.881 -0.112 2.833 0.0095 -0.0551 -0.1091 0.24
C -2.109 0.395 4.062 0.0137 0.0505 0.0872 -0.21
C -1.148 1.348 4.320 0.0247 -0.0358 -0.0485 -1.27
C -0.362 1.360 3.158 -0.0952 -0.0200 0.0794 -0.31
N -0.814 0.486 2.272 0.0456 0.1638 -0.0767 0.14
N -3.804 -1.674 2.985 -0.1552 -0.1404 0.0205 0.52
C -3.499 -2.544 3.977 0.0159 0.0860 0.1156 -0.36
C -4.629 -2.743 4.732 -0.0024 -0.0484 -0.0592 -0.98
C -5.601 -1.946 4.100 -0.0168 0.0237 0.0068 -0.34
N -5.102 -1.306 3.056 0.0501 0.0656 0.0377 -1.06
H -5.399 1.817 -0.710 -0.0177 0.0000 0.0339 0.63
H -3.397 0.638 -2.178 0.0015 0.0022 0.0101 0.59
H -5.050 0.736 1.790 -0.0188 -0.0051 0.0189 0.52
H -3.423 -3.786 1.535 0.0083 0.0175 0.0071 0.61
H -1.431 -5.304 0.443 -0.0129 -0.0041 0.0090 0.42
H 0.628 -3.506 0.141 0.0020 0.0132 0.0065 0.42
H -2.932 0.054 4.667 -0.0133 -0.0277 -0.0205 0.34
H -1.033 1.942 5.210 -0.0055 -0.0117 0.0090 0.44
H 0.503 1.963 2.929 0.0065 0.0011 0.0030 0.37
H -2.504 -2.946 4.076 0.0034 0.0149 0.0063 0.53
H -4.742 -3.374 5.596 0.0093 -0.0142 -0.0077 0.44
H -6.639 -1.814 4.361 -0.0009 0.0001 -0.0077 0.44
O 2.494 -0.104 0.237 -1.4777 0.2659 0.5006 -0.85
N 3.649 0.292 -0.108 1.7151 1.4691 -0.2310 0.45
C 4.571 -0.647 -0.458 -0.1127 0.5941 0.0538 -0.20
C 5.852 -0.296 -0.765 0.4647 0.3056 -0.1232 -0.67
C 6.245 1.050 -0.735 -0.0532 -0.8190 -0.0568 -0.36
C 5.317 1.995 -0.407 -1.1650 0.3891 0.3051 -0.61
C 3.981 1.650 -0.095 1.9829 -2.9154 -0.7847 0.52
S 2.812 2.800 0.246 -1.3050 0.6310 0.5425 -0.01
H 4.189 -1.654 -0.467 -0.0783 0.0183 0.0421 0.43
H 6.549 -1.076 -1.037 0.0060 0.0260 -0.0065 0.41
H 7.260 1.333 -0.978 -0.0115 0.0162 0.0135 0.40
H 5.558 3.048 -0.383 0.1297 0.0704 -0.0343 0.38
C -0.801 -2.841 -2.841 -0.0458 0.0985 0.0195 -1.06
N 0.076 -1.703 -2.583 -0.0088 -0.1063 -0.0304 0.96
C 1.230 -1.732 -3.135 0.0348 0.0145 -0.0329 -1.03
C 2.138 -0.616 -3.158 -0.2489 -0.1034 0.1071 0.43
C 3.416 -0.574 -3.716 0.0702 0.1181 -0.0339 -0.91
C 3.838 0.760 -3.598 0.0190 -0.0934 -0.0680 -1.09
C 2.785 1.434 -2.980 -0.0770 0.0503 -0.0032 -0.60
N 1.746 0.616 -2.701 0.2378 0.1148 -0.1583 0.38
C -1.881 -2.423 -3.813 0.0081 -0.0026 0.0148 0.20
C -1.615 -2.361 -5.178 0.0044 0.0136 -0.0187 -0.32
C -2.581 -1.915 -6.067 -0.0069 0.0016 0.0194 -0.76
C -3.828 -1.521 -5.596 -0.0131 0.0014 -0.0063 -0.48
C -4.101 -1.582 -4.238 0.0061 -0.0037 -0.0105 -0.66
C -3.132 -2.034 -3.351 -0.0041 -0.0370 -0.0141 0.01
H -1.266 -3.160 -1.908 0.0123 0.0090 0.0144 -0.11
H -0.234 -3.688 -3.250 -0.0106 -0.0181 -0.0075 0.61
H 1.560 -2.632 -3.672 0.0138 0.0068 0.0014 0.33
H 3.937 -1.406 -4.167 0.0449 0.0255 0.0000 0.52
H 4.763 1.203 -3.936 0.0258 -0.0658 -0.0079 0.54
H 2.730 2.492 -2.753 -0.0259 -0.0225 0.0195 0.57
H -0.640 -2.662 -5.546 0.0020 0.0038 0.0066 0.37
H -2.366 -1.877 -7.128 0.0107 -0.0042 -0.0006 0.41
H -4.584 -1.174 -6.290 -0.0042 -0.0011 0.0040 0.40
H -5.072 -1.280 -3.863 -0.0013 0.0023 -0.0005 0.42
H -3.339 -2.071 -2.289 0.0014 -0.0046 -0.0045 0.47
C -3.345 4.578 -0.485 -0.0134 -0.0148 -0.0060 -0.92
N -2.588 3.947 -1.559 0.0283 -0.0075 0.0228 0.29
C -2.851 4.172 -2.867 -0.0274 0.0179 -0.0122 0.02
C -2.168 3.555 -3.853 0.0391 -0.0324 -0.0290 -1.12
C -1.147 2.635 -3.448 0.0031 -0.0802 -0.0453 0.72
N -0.896 2.411 -2.168 -0.0175 0.0142 0.0934 0.23
C -1.592 3.037 -1.194 -0.1704 0.0272 -0.0212 -0.21
O -1.392 2.810 -0.001 0.1497 0.0309 0.0466 -0.62
N -0.414 1.953 -4.329 -0.0561 0.0650 0.0778 -0.25
H -4.083 5.243 -0.927 -0.0064 -0.0026 0.0128 0.32
H -2.677 5.142 0.161 0.0069 0.0042 -0.0049 0.28
H -3.836 3.812 0.112 0.0001 0.0044 0.0037 0.27
H -3.644 4.879 -3.074 0.0006 0.0021 0.0103 0.34
H -2.387 3.744 -4.893 -0.0096 0.0073 0.0055 0.41
H -0.553 2.061 -5.316 0.0182 -0.0217 -0.0100 0.19
H 0.328 1.360 -3.950 0.0381 -0.0364 -0.0314 0.01